[1]
C21H38As2LiNO9S2Si3 | ωB97M-V/def2-TZVPD

- HOMO-LUMO gap: 5.69 eV
- HOMO level: -2.0 eV
- Max |F|: 3.9 eV/Å
- LUMO: 3.7 eV

```
! RIJCOSX wB97M-V def2-TZVPD def2/J DEFGRID3
* xyz -2 1
As -3.11202 15.28854 5.92338
As -3.39466 15.92042 11.14322
S -0.98822 12.98915 7.92101
S 0.81665 23.35690 7.67919
Si -2.31049 16.34919 13.33387
Si -4.44805 13.71556 11.29012
Si -5.38502 17.51400 10.67510
O -4.68017 14.69963 6.57482
O -0.37622 11.73996 8.23939
O -2.45001 16.20557 7.16856
O 2.25663 23.16366 7.53876
O 0.61876 23.52056 9.11928
O -0.14798 14.24023 8.14586
O -2.33655 13.36234 8.45860
O -3.45867 15.93276 4.42963
O 0.12280 24.28267 6.82672
N -0.12269 17.59785 6.96060
C -1.95130 13.62829 4.02592
C 1.47338 20.77470 7.70185
C -1.03097 19.82672 6.99914
C -3.30342 12.23399 11.38056
C -1.42937 12.48639 3.45711
C -5.45414 13.63123 9.68201
C -5.81506 13.62233 12.53042
C -5.76745 17.68558 8.78782
C -0.78509 11.55231 5.58632
C -0.92327 11.40038 4.24129
C -1.32349 12.73496 6.17780
C 0.01211 18.91268 7.22763
C -0.84610 21.19908 7.02180
C -4.91528 19.24501 11.47591
C -6.90292 16.70437 11.50648
C 0.40190 21.65610 7.41593
C -3.56552 16.38342 14.73752
C -1.70718 18.19308 13.16611
C -2.00362 13.70188 5.40157
C 1.22333 19.43457 7.75343
C -0.95182 15.17020 13.85478
Li -1.73748 15.34853 8.60692
H -6.86509 17.76806 8.70369
H 2.50045 21.09405 7.86627
H -5.37670 16.89183 8.13418
H 2.01948 18.69485 8.04683
H -2.43294 18.89895 13.62473
H -1.05842 17.18531 7.01119
H -5.42221 18.64066 8.25388
H -2.30754 14.46325 3.32012
H -5.98804 12.63918 9.65068
H -3.83671 19.19636 11.88370
H -6.27039 14.36179 9.75182
H -4.24448 17.24737 14.58916
H -1.22135 14.10921 14.00928
H -5.92379 14.51823 13.10217
H -0.45383 10.54017 3.71390
H -4.00241 15.39056 14.80092
H -1.45384 18.52196 12.10609
H 0.59916 16.90816 6.75713
H -6.76871 13.43438 12.02994
H -1.53308 12.33632 2.36854
H -2.92239 16.57502 15.67026
H -0.17983 15.32851 13.10889
H -5.43392 12.84646 13.25977
H -5.35627 14.93659 5.92323
H -2.34216 12.39587 10.83100
H -5.56935 19.52746 12.33089
H -3.85059 11.46493 10.83245
H -3.07310 11.86677 12.41929
H -2.02629 19.40769 6.78269
H -5.06616 20.04636 10.71874
H -0.76367 18.19998 13.73121
H -7.21545 15.90738 10.83375
H -1.68816 21.89089 6.85305
H -0.50620 15.50605 14.82026
H -4.94825 13.77232 8.70959
H -7.66092 17.52743 11.61978
H -6.72629 16.40456 12.52938
H -0.39811 10.79874 6.22739
*
```

***

[2]
C21H38Cl24O6PS | ωB97M-V/def2-TZVPD

- HOMO-LUMO gap: 8.53 eV
- HOMO level: -11.6 eV
- Max |F|: 1.9 eV/Å
- LUMO: -3.1 eV

```
! RIJCOSX wB97M-V def2-TZVPD def2/J DEFGRID3
* xyz 1 1
Cl 1.29908 -4.10912 -6.35321
Cl 0.92328 1.95554 -10.64674
Cl -4.25274 4.10985 9.17275
Cl -6.07606 8.55058 8.16547
Cl 4.15190 -9.01283 -7.54379
Cl -3.93871 3.50854 -6.74812
Cl 5.55160 2.07947 5.32518
Cl 3.46686 -6.39388 -8.58996
Cl -3.31261 8.10520 7.38990
Cl 2.96743 -0.41362 -9.04771
Cl -2.84882 0.99182 -5.80542
Cl 3.75550 -0.65356 -6.24887
Cl 3.96527 -2.92930 -8.03970
Cl 3.90514 1.05695 7.48557
Cl -0.98803 -2.51926 -5.52477
Cl 2.03717 -7.45763 -6.30065
Cl -1.15450 -5.42691 -5.52691
Cl -0.00555 2.86825 -8.04733
Cl 2.74092 2.79411 5.47194
Cl -2.46605 4.26151 6.89358
Cl -1.18271 0.51218 -9.29966
Cl -3.41539 3.12453 -3.91632
Cl -2.27118 2.03269 8.74248
Cl -4.00979 8.36217 10.19710
S 1.24744 -4.79148 1.27624
P 0.60094 -0.97648 3.08161
O 0.57987 -3.62245 -1.02879
O -1.91847 1.34817 0.24770
O 0.51346 -0.71968 -1.19032
O 0.14503 0.22545 2.40454
O -0.05674 -1.06749 4.51924
O 2.21102 -1.00937 3.11177
C 3.93967 1.53722 5.78934
C 3.07909 1.14258 2.17243
C -4.54663 7.79619 8.61485
C 0.34239 0.10626 5.27570
C 4.07700 -1.17381 -7.90778
C -0.04363 -1.59159 -2.15587
C -2.77723 3.47716 0.93554
C 0.52606 -3.78232 2.61928
C -0.55080 -2.80638 -1.42842
C 2.79232 -0.33012 1.95245
C 0.08379 -2.39336 2.07814
C 0.18422 -4.65846 -0.21524
C -0.46425 2.09993 -9.57401
C -3.02646 2.22748 0.08921
C -0.12121 0.55611 -1.14422
C -1.63753 0.55004 -0.87052
C -2.63106 3.75522 8.57212
C -0.70566 1.20255 5.23431
C 3.58919 -7.39282 -7.14017
C -2.89182 2.74123 -5.55978
C -0.09950 -4.02985 -5.29325
H -0.36505 2.00466 4.58935
H -0.81428 -1.14574 -2.77647
H -1.09931 -2.47321 -0.55609
H 3.06664 1.65652 1.21957
H 0.25586 -4.04487 -4.27104
H 3.68758 0.67220 5.18783
H 1.23462 -3.73440 3.43566
H 3.72919 -0.83160 1.73094
H 3.99702 1.34399 2.71231
H 0.58374 -0.15231 6.29690
H 0.32628 1.09583 -0.31885
H -3.16813 2.54444 -0.94120
H 0.28022 -5.60817 -0.73580
H 0.56410 -2.22283 1.12201
H 0.07514 1.14551 -2.03456
H -1.91890 4.31298 9.16511
H -1.19429 -3.40132 -2.07702
H -3.57884 3.59726 1.65790
H -1.88894 3.12273 -5.69465
H -0.34595 -4.35294 2.90889
H -0.98599 -2.35381 1.92366
H 5.08159 -0.87090 -8.16931
H -1.64256 0.86927 4.80695
H -4.70253 6.72778 8.67747
H -2.13677 0.91373 -1.76746
H 0.73973 -1.93503 -2.83389
H -0.84204 -4.56750 0.13409
H 2.26196 1.57087 2.74253
H -1.20289 2.72341 -10.05888
H 2.42860 -4.19398 1.01314
H 2.13569 -0.48674 1.10239
H -2.75796 4.37414 0.32599
H 1.24966 0.51018 4.84524
H -3.91332 1.71385 0.45688
H -1.84704 3.40430 1.48569
H -0.86684 1.65478 6.20582
H 4.31310 -6.93883 -6.47740
H -2.02160 -0.46141 -0.70464
*
```

***

[3]
C21H38IrN3O8Si4Te | ωB97M-V/def2-TZVPD

- HOMO-LUMO gap (alpha / beta): 6.18 / 5.77 eV
- HOMO level (alpha / beta): -3.7 / -5.4 eV
- Max |F|: 1.0 eV/Å
- LUMO (alpha / beta): 2.5 / 0.4 eV

```
! RIJCOSX wB97M-V def2-TZVPD def2/J DEFGRID3
* xyz -1 6
Ir 0.35949 0.54463 0.05243
Te -0.30817 2.45337 -1.57804
Si 0.83261 4.61819 -0.90965
Si 0.13681 5.83738 -2.80782
Si 3.18267 4.61548 -0.64972
Si -0.24770 5.60103 0.93282
O 2.08872 -1.39910 1.46717
O 2.50564 1.79153 -0.15597
O 4.60458 1.03193 -0.40835
O -3.68288 -1.92632 0.32108
O -1.83741 1.96902 1.58169
O -3.09370 -0.70426 -2.47549
O -1.47370 -1.40104 0.05296
O -3.39889 0.91103 -0.89280
N 1.09239 -0.60070 1.54316
N 1.53687 -0.42156 -1.36338
N -0.79689 1.08218 1.58584
C -2.68776 -1.39378 -0.08904
C 3.53189 6.48305 -0.80827
C 0.72487 4.98898 -4.38734
C 1.02335 -1.39823 -2.11997
C 3.96934 4.18745 0.98922
C 3.68634 -0.87299 -2.26542
C 0.61658 5.17528 2.54683
C -0.69601 0.32504 2.73943
C -3.14462 -0.16813 -1.40397
C 3.38728 0.96959 -0.56168
C -0.11126 7.47436 0.72316
C -2.07435 5.21646 1.09697
C 1.79879 -2.13270 -2.99336
C 0.54623 -1.59033 3.79011
C 3.94043 3.90567 -2.21488
C 0.30115 -0.59928 2.70706
C 3.15801 -1.86163 -3.07328
C -1.61297 0.50638 3.90988
C -1.74845 5.85926 -2.86521
C 2.84814 -0.17040 -1.41518
C 0.68955 7.63680 -2.95999
H 3.17212 7.03658 0.06430
H 3.46035 4.35431 -3.08813
H -2.22743 4.17052 1.36590
H 0.02436 5.52215 3.39793
H -2.36971 1.72035 0.77950
H -0.36439 -2.15130 4.00966
H 3.85742 3.13236 1.21977
H 1.79470 5.14325 -4.54702
H 5.03732 4.41844 0.93858
H 0.19248 5.37680 -5.25967
H 1.76873 7.71598 -3.09729
H 1.32593 -2.27808 3.47153
H 0.92053 7.78562 0.54036
H 0.54923 3.91190 -4.33865
H -0.46067 7.97895 1.62857
H 4.73674 -0.62025 -2.25261
H 3.52598 4.78277 1.79003
H -2.23844 -0.37833 4.05335
H 0.42397 8.22404 -2.07930
H -2.09915 6.19554 -3.84422
H 5.01116 4.12215 -2.25695
H -2.26088 1.36216 3.74525
H -2.15540 4.86091 -2.68739
H 1.33972 -2.90256 -3.59720
H 0.20557 8.08856 -3.83014
H -2.52198 5.84499 1.87172
H 1.59815 5.65059 2.59805
H -2.60613 5.39873 0.15950
H 3.06631 6.92117 -1.69163
H 4.61112 6.65094 -0.88145
H 0.76277 4.09695 2.64756
H 0.86705 -1.09141 4.70815
H -0.71673 7.82796 -0.11481
H -2.16568 6.52724 -2.10665
H -0.03952 -1.57288 -2.00986
H 3.78780 -2.41422 -3.75902
H -1.04450 0.66350 4.82872
H 3.82304 2.82720 -2.27687
*
```

***

[4]
C21H39ClN7O6PS | ωB97M-V/def2-TZVPD

- HOMO-LUMO gap: 7.04 eV
- HOMO level: -8.5 eV
- Max |F|: 6.4 eV/Å
- LUMO: -1.4 eV

```
! RIJCOSX wB97M-V def2-TZVPD def2/J DEFGRID3
* xyz 0 1
Cl -0.77538 -1.30499 3.27094
S 7.16337 -1.79974 1.87222
P 0.69448 0.19092 2.98819
O 1.15322 -3.31202 -0.21725
O 0.54559 1.27078 4.35318
O 8.56334 -1.68072 -1.62427
O -2.77512 -0.05565 1.34544
O -3.42328 -3.35793 -1.90787
O -5.09074 5.73237 0.33158
N -7.35983 6.03762 0.18809
N -3.69494 1.71385 0.21142
N 6.78235 -2.05791 3.53529
N -2.75008 -4.02806 0.18096
N 1.44332 -3.30695 -2.49239
N 5.77311 -1.13569 1.09780
N 8.00672 0.42557 -2.34603
C -7.44708 5.40168 -1.11222
C 3.39290 -0.53614 1.96829
C -6.14194 6.13830 0.79393
C -3.51019 3.02916 -0.37166
C -4.99912 1.08711 0.12528
C -8.57058 6.54563 0.80145
C 5.39695 -1.64511 3.61679
C 4.37420 -1.63986 4.80587
C 4.84908 -1.10380 2.21701
C 1.76113 -3.65915 -1.21322
C -2.62515 -5.10412 1.14198
C 8.71803 0.27554 -3.60054
C 7.31881 1.67181 -2.07596
C -2.28343 -2.70287 0.54836
C 2.44772 -0.53495 3.20573
C 8.00644 -0.61071 -1.45785
C 0.29414 -2.45075 -2.72111
C -3.29043 -4.21960 -1.05469
C 2.92219 -1.08431 4.60088
C -2.68317 1.04828 0.83716
C 2.21601 -3.76010 -3.63109
H 2.64891 -4.30998 -1.15243
H 3.03033 -0.12394 0.96879
H 3.04638 -4.39325 -3.31337
H -3.73118 2.97767 -1.44130
H -0.60084 -2.93890 -2.32675
H 1.56562 -4.33096 -4.29892
H 2.61173 -2.89051 -4.16233
H 8.04387 2.48981 -2.09001
H 8.62913 1.18074 -4.20295
H -9.27519 5.72094 0.93599
H 9.77204 0.07459 -3.39238
H -3.61108 -5.26035 -1.22859
H -8.35779 6.99600 1.77251
H 4.70234 -2.04669 5.82406
H 2.23808 -1.09952 5.51165
H -4.19506 3.73104 0.10958
H 1.38661 1.80106 4.28971
H 6.82916 1.64473 -1.10081
H -3.11673 -2.00289 0.48739
H -7.07859 4.37564 -1.03422
H -6.18823 6.63705 1.77567
H 0.44035 -1.50631 -2.19031
H -9.01279 7.30031 0.14600
H 0.16612 -2.25665 -3.78690
H -5.70236 1.73524 -0.39974
H 8.30153 -0.57328 -4.14876
H -1.56987 -5.23460 1.39544
H -1.50915 -2.38980 -0.15640
H 6.56548 1.83845 -2.85041
H 7.43798 -0.39141 -0.54074
H -1.73619 1.61264 0.84636
H -5.36720 0.88650 1.13488
H -1.87841 -2.70425 1.56078
H -3.01366 -6.03972 0.73480
H -2.48514 3.37810 -0.23430
H -6.81752 5.94687 -1.82006
H -8.47824 5.39509 -1.46798
H -4.90542 0.13763 -0.40841
H -3.18769 -4.84458 2.04273
*
```

***

[5]
C21H39FO4PS | ωB97M-V/def2-TZVPD

- HOMO-LUMO gap: 6.77 eV
- HOMO level: -4.6 eV
- Max |F|: 3.9 eV/Å
- LUMO: 2.2 eV

```
! RIJCOSX wB97M-V def2-TZVPD def2/J DEFGRID3
* xyz -1 1
S 4.94009 -0.57227 -1.84976
P 6.38440 -0.16122 -0.10518
F 5.26674 0.48376 -3.07893
O 3.39990 2.46810 0.87317
O 3.61869 -0.17751 -1.38978
O -0.09835 2.60326 1.50805
O 4.87295 -1.93666 -2.32704
C -5.06778 -0.95048 -0.82558
C 5.50161 1.53098 0.14396
C -2.15123 0.36646 -0.53534
C -3.38558 1.00978 -0.52702
C 5.53966 -3.45576 0.44770
C -2.39203 2.69493 0.88778
C -4.53152 0.40341 -1.34927
C -3.93805 0.11497 -2.77558
C -4.15017 -1.48803 1.54937
C -1.08038 0.87646 0.14230
C 1.00682 2.88980 0.62320
C -6.38298 -2.28015 0.80003
C -5.63171 1.46334 -1.61509
C 4.43019 1.50292 1.23005
C 2.13066 1.86895 0.91759
C 7.34413 -1.76915 -0.40349
C 6.99035 -2.92951 0.56446
C -3.46825 2.17340 0.20279
C -1.17720 2.06291 0.85098
C -6.13742 0.11565 1.30498
C -5.39725 -1.07564 0.68601
H -3.31546 0.97870 -3.03942
H -6.63376 -0.14802 2.24721
H -5.12714 2.28331 -2.14776
H 7.29880 0.18111 0.97533
H -5.97675 -1.21429 -1.38638
H -4.32666 -1.72991 -1.05034
H -6.52337 -2.54634 1.85318
H 7.65564 -3.76183 0.28677
H 4.80770 -2.68166 0.22125
H 1.38488 3.90703 0.77033
H 5.24602 -3.84790 1.43634
H 7.26152 -2.65663 1.59235
H -4.45040 -2.30345 2.21532
H -4.73918 -0.01995 -3.50867
H -0.12752 0.35378 0.08818
H -3.25173 -0.73610 -2.75114
H -4.40731 2.72032 0.23580
H -5.50530 0.99562 1.45654
H -1.98271 -0.55061 -1.09229
H 4.80964 1.75697 2.22967
H 2.02490 1.03140 0.21048
H 3.92682 0.53012 1.30452
H 7.28219 0.51841 -1.04667
H -2.49234 3.62958 1.43432
H 6.26892 2.25196 0.45890
H 0.70870 2.78694 -0.42536
H -3.35574 -1.85475 0.89553
H 7.36291 -2.10697 -1.44834
H -3.84089 -0.63647 2.16264
H 5.49322 -0.77162 0.86897
H -6.93935 0.40925 0.61178
H -6.03081 -3.13474 0.20855
H -6.03323 1.90837 -0.70404
H 5.05176 1.90163 -0.78191
H 8.39038 -1.51931 -0.16352
H -6.39855 1.06081 -2.28349
H -7.37964 -2.00981 0.41722
H 5.48945 -4.30270 -0.24161
H 1.93813 1.49507 1.93944
*
```

***

[6]
C21H39N2O5S | ωB97M-V/def2-TZVPD

- HOMO-LUMO gap (alpha / beta): 7.18 / 6.37 eV
- HOMO level (alpha / beta): -4.9 / -4.9 eV
- Max |F|: 5.0 eV/Å
- LUMO (alpha / beta): 2.3 / 1.5 eV

```
! RIJCOSX wB97M-V def2-TZVPD def2/J DEFGRID3
* xyz -1 3
S -1.75822 5.32103 -2.46616
O -3.14888 5.82348 -3.02122
O 1.12590 3.52821 1.28678
O -1.81948 4.81452 -1.05694
O 0.83582 -5.26206 -0.07755
O -1.26479 4.24445 -3.37671
N 0.80624 -4.92031 -1.37505
N 1.00307 2.50600 2.14772
C 1.97690 5.32772 -2.31125
C 1.05793 -3.44894 -1.46166
C -1.45932 2.00024 1.78005
C 0.20653 1.30323 0.06734
C 0.00513 1.55037 1.57720
C -1.68560 -4.56876 -1.52805
C -0.75374 3.56785 3.61208
C -0.39971 -5.47859 -3.49092
C 0.70196 3.08347 3.49242
C -0.75438 -6.89619 -1.55346
C 1.64578 4.25371 3.84990
C 2.20673 -2.98228 -0.53529
C -0.18218 -2.59616 -1.12865
C -1.46965 -3.08114 -1.78527
C 0.22593 0.15184 2.20098
C -0.46225 6.67321 -2.57855
C -1.76544 2.51045 3.18372
C 0.98664 2.04232 4.60215
C 0.94998 5.98202 -2.46825
C 1.57624 -3.10216 -2.87657
C -0.47926 -5.42684 -1.94601
H 1.23996 1.02164 -0.15724
H -2.77069 2.94187 3.20056
H 0.55396 -5.89523 -3.82419
H -1.69839 2.80133 1.07013
H -0.90270 -7.02848 -0.48026
H -1.66732 -7.25737 -2.03425
H -1.78192 1.67850 3.89586
H -0.34082 -2.58870 -0.04348
H -0.00774 -1.55490 -1.41581
H -2.58432 -4.89845 -2.05853
H -1.45023 -2.87179 -2.85894
H 1.28409 -0.12419 2.18243
H 0.80156 -3.11034 -3.64167
H 2.75639 4.55095 -2.54027
H -0.43807 0.49503 -0.28836
H -1.89428 -4.71262 -0.46059
H 2.37204 -3.78697 -3.18210
H 1.93109 1.52208 4.42365
H -0.90163 4.46287 2.99568
H -2.13953 1.17525 1.54463
H 2.46086 -1.93750 -0.73080
H 1.52441 5.11380 3.18919
H -0.31645 -0.61546 1.64055
H 1.99383 -2.09188 -2.90245
H -0.13498 0.06591 3.22539
H 3.11027 -3.57792 -0.69237
H 0.06595 -7.54764 -1.87043
H -0.04930 2.17996 -0.53317
H -1.18883 -6.11616 -3.89979
H -0.60345 7.15502 -3.59897
H 1.44299 4.61524 4.86186
H -2.31613 -2.51677 -1.38348
H -0.96586 3.87195 4.64240
H 1.93769 -3.03802 0.52191
H 0.19931 1.29987 4.71967
H -0.54137 -4.51186 -3.97015
H 2.69332 3.93811 3.81541
H 1.06719 2.52754 5.57947
H -0.58873 7.43764 -1.74312
*
```